{
  "formula": "C49H92ClFO28",
  "method": "ωB97M-V with the def2-TZVPD basis set",
  "gap_ev": 10.7,
  "homo_ev": -10.683,
  "charge": 0,
  "energy_ev": -124870.3534,
  "smiles": "CCCCCCCCC[C@H](F)O[C@@H](CCOC=O)CO[C@@H](CCC(=O)O)CC(=O)Cl.CCOC(=O)OC.CCOC(=O)OC.CCOC(=O)OC.CCOC(=O)OC.CCOC(=O)OC.CCOC(=O)OC.CCOC(=O)OC",
  "e_lumo_ev": 0.0344,
  "elements": ["C", "C", "C", "C", "C", "C", "C", "C", "C", "C", "F", "O", "C", "C", "C", "O", "C", "O", "C", "O", "C", "C", "C", "C", "O", "O", "C", "C", "O", "Cl", "H", "H", "H", "H", "H", "H", "H", "H", "H", "H", "H", "H", "H", "H", "H", "H", "H", "H", "H", "H", "H", "H", "H", "H", "H", "H", "H", "H", "H", "H", "H", "H", "H", "H", "H", "H", "C", "C", "O", "C", "O", "O", "C", "H", "H", "H", "H", "H", "H", "H", "H", "C", "C", "O", "C", "O", "O", "C", "H", "H", "H", "H", "H", "H", "H", "H", "C", "C", "O", "C", "O", "O", "C", "H", "H", "H", "H", "H", "H", "H", "H", "C", "C", "O", "C", "O", "O", "C", "H", "H", "H", "H", "H", "H", "H", "H", "C", "C", "O", "C", "O", "O", "C", "H", "H", "H", "H", "H", "H", "H", "H", "C", "C", "O", "C", "O", "O", "C", "H", "H", "H", "H", "H", "H", "H", "H", "C", "C", "O", "C", "O", "O", "C", "H", "H", "H", "H", "H", "H", "H", "H"],
  "positions_angstrom": [[-2.758313, -0.086332, 3.873200], [-1.785528, -0.994480, 4.823805], [-2.399057, -2.460440, 5.074543], [-1.439990, -3.383932, 5.992615], [-0.060759, -3.680292, 5.213302], [0.777221, -4.813430, 5.991132], [2.262092, -4.345665, 6.397768], [2.150576, -2.936072, 7.174533], [2.854413, -1.703061, 6.362923], [2.204529, -0.363730, 6.977500], [0.884178, -0.087490, 6.402193], [3.047828, 0.767402, 7.073639], [3.789798, 1.114909, 5.898721], [5.294863, 0.464885, 5.824276], [5.517021, -0.527244, 4.589167], [6.705946, -1.370106, 4.844071], [6.210766, -2.692791, 5.149243], [6.287732, -3.559611, 4.252226], [2.983920, 1.014880, 4.500932], [3.687661, 1.841402, 3.554863], [3.104228, 1.727135, 2.214779], [3.445874, 0.348519, 1.469937], [2.365812, -0.824718, 1.627529], [1.518962, -0.917008, 0.253041], [1.300837, 0.085390, -0.476803], [0.940603, -2.160914, -0.153523], [1.552621, 2.164174, 2.160562], [1.227537, 3.150902, 0.915114], [1.944169, 4.165168, 0.688747], [-0.200070, 2.918652, -0.209537], [-3.392626, 0.572219, 4.578797], [-3.413636, -0.759122, 3.220510], [-2.128162, 0.654214, 3.244162], [-1.730682, -0.439732, 5.822641], [-0.722851, -1.013777, 4.397493], [-2.685696, -3.000000, 4.091299], [-3.379868, -2.334390, 5.679195], [-1.301367, -2.977677, 7.054701], [-1.956915, -4.412594, 6.113859], [-0.348857, -4.132954, 4.186782], [0.534031, -2.730983, 4.979574], [0.233497, -5.139922, 6.957864], [0.880523, -5.752120, 5.333342], [2.999163, -4.295785, 5.522858], [2.647923, -5.127118, 7.160710], [2.793845, -3.052199, 8.133070], [1.098249, -2.681280, 7.533294], [3.970264, -1.813111, 6.556174], [2.546607, -1.865623, 5.267181], [1.949512, -0.653743, 8.070687], [4.014703, 2.249302, 5.999681], [6.073766, 1.312948, 5.716895], [5.460481, -0.045986, 6.841897], [4.648605, -1.229387, 4.358155], [5.739079, 0.110060, 3.652697], [5.779405, -2.993406, 6.163566], [2.837871, -0.072701, 4.188560], [1.922813, 1.420331, 4.739112], [3.658799, 2.544884, 1.608938], [3.650671, 0.595011, 0.358616], [4.447168, -0.037353, 1.882212], [2.952185, -1.817456, 1.726734], [1.597123, -0.677888, 2.457895], [0.184334, -2.298873, 0.476606], [0.807001, 1.309011, 2.256938], [1.386863, 2.831664, 3.094107], [-6.962622, 6.091092, 0.849813], [-6.334607, 6.163970, 2.229126], [-5.154004, 5.354748, 2.306647], [-4.062402, 5.859175, 1.707766], [-3.988944, 6.915564, 1.128277], [-3.065836, 4.966386, 1.840089], [-1.868454, 5.327229, 1.150896], [-7.153520, 5.051997, 0.568919], [-7.903277, 6.645230, 0.824533], [-6.300023, 6.508730, 0.088556], [-7.036222, 5.763549, 2.965253], [-6.114255, 7.194696, 2.520837], [-1.529967, 6.324913, 1.438368], [-2.030910, 5.271744, 0.072494], [-1.096384, 4.610667, 1.422061], [-4.590853, 4.395914, 10.240871], [-4.226817, 3.036795, 9.672873], [-4.964010, 2.758614, 8.476088], [-4.549444, 3.406508, 7.375950], [-3.624573, 4.180561, 7.308004], [-5.362654, 3.066772, 6.360167], [-5.098592, 3.773421, 5.148566], [-5.670662, 4.472148, 10.392523], [-4.084759, 4.563847, 11.193937], [-4.308882, 5.200747, 9.558383], [-4.497965, 2.261404, 10.393360], [-3.151884, 2.947269, 9.492029], [-4.051940, 3.676490, 4.852594], [-5.369369, 4.825048, 5.266311], [-5.720282, 3.341174, 4.363701], [10.550260, -3.289954, 3.403130], [9.626220, -3.226046, 4.604853], [10.189076, -3.914341, 5.730566], [11.177726, -3.270463, 6.369359], [11.620384, -2.181786, 6.089647], [11.616016, -4.061700, 7.365647], [12.747002, -3.540216, 8.060651], [10.805685, -4.326870, 3.169701], [10.079144, -2.833969, 2.529843], [11.490207, -2.767587, 3.595576], [8.690122, -3.733115, 4.364520], [9.375562, -2.194934, 4.869923], [12.556051, -2.529518, 8.427215], [13.622017, -3.553380, 7.406907], [12.943065, -4.187233, 8.916690], [-4.975115, -1.052900, -2.802822], [-5.621935, -1.761741, -1.627274], [-5.137448, -1.248978, -0.379462], [-5.625165, -0.052819, -0.014497], [-6.425233, 0.611360, -0.629189], [-5.044122, 0.297230, 1.147065], [-5.392125, 1.606024, 1.595315], [-3.885528, -1.103188, -2.729654], [-5.289700, -1.504476, -3.746123], [-5.243000, 0.005850, -2.825276], [-5.354046, -2.820659, -1.654270], [-6.713324, -1.704036, -1.668896], [-6.475541, 1.730715, 1.654590], [-4.954336, 2.353569, 0.929625], [-4.973617, 1.742928, 2.593325], [-2.961926, -2.992869, -6.281675], [-1.616426, -3.673496, -6.111846], [-0.595731, -2.728761, -5.766412], [-0.612270, -2.292344, -4.496275], [-1.392783, -2.625948, -3.635893], [0.375374, -1.392534, -4.351808], [0.400490, -0.763467, -3.068432], [-2.890751, -2.176573, -7.005392], [-3.714917, -3.706584, -6.622899], [-3.307572, -2.554976, -5.342342], [-1.317885, -4.121645, -7.062582], [-1.659525, -4.480032, -5.374369], [0.431831, -1.500729, -2.266828], [-0.469898, -0.112230, -2.958833], [1.300688, -0.151592, -3.009756], [-2.591870, 0.253422, -12.815453], [-3.482179, 0.333672, -11.589457], [-2.902159, -0.361534, -10.478583], [-1.885966, 0.267574, -9.867102], [-1.433480, 1.348264, -10.161286], [-1.435030, -0.528663, -8.881567], [-0.276697, -0.025451, -8.216015], [-2.359362, -0.787512, -13.054337], [-3.078352, 0.716025, -13.676799], [-1.638868, 0.760553, -12.649060], [-4.433802, -0.158962, -11.803035], [-3.708539, 1.369048, -11.319401], [-0.440580, 0.988756, -7.846026], [0.580755, -0.054510, -8.892226], [-0.069116, -0.674492, -7.363991], [-1.964146, -0.769871, -19.964890], [-2.709648, 0.032555, -18.914809], [-2.033729, -0.008184, -17.651948], [-0.935408, 0.757669, -17.557131], [-0.482029, 1.467733, -18.422706], [-0.404493, 0.576161, -16.334927], [0.836413, 1.251985, -16.138840], [-1.795268, -1.792730, -19.618421], [-2.527607, -0.799169, -20.899928], [-0.982039, -0.338923, -20.171739], [-3.695184, -0.411419, -18.755364], [-2.869466, 1.066839, -19.232299], [0.748775, 2.316333, -16.366191], [1.611415, 0.789531, -16.754243], [1.115478, 1.144346, -15.089858]],
  "forces_ev_per_angstrom": [[0.7, 0.1, 0.8], [-0.8, 0.4, -0.2], [-0.1, 0.3, 1.1], [-0.2, -0.5, -1.4], [-0.6, -0.9, 0.0], [0.8, -0.1, -0.3], [-1.0, -0.1, 1.1], [1.8, -0.1, 0.5], [-2.1, -0.9, 0.3], [0.3, -1.3, 1.9], [2.4, -0.3, 0.3], [-1.1, -1.2, -1.4], [1.7, 1.8, -1.7], [-0.6, -0.1, 0.1], [0.2, 0.9, 0.1], [-2.1, -1.9, 0.9], [1.1, -1.8, -3.7], [-0.4, 2.9, 3.4], [-0.9, 0.1, 1.9], [-1.6, -1.3, -0.7], [0.6, 1.1, -1.6], [0.3, 0.1, 0.4], [0.3, -0.6, -1.9], [-1.2, 2.7, -1.8], [1.3, -3.7, 3.0], [0.1, 1.6, 2.0], [-0.5, 0.7, 0.5], [3.2, 3.3, -0.4], [-3.2, -4.7, 1.1], [1.2, -0.5, 1.1], [0.7, -1.2, -1.3], [0.9, 1.2, 0.8], [-1.1, -1.3, 0.8], [0.2, -1.0, -1.3], [-1.5, -0.2, 0.5], [0.7, 0.9, 1.5], [1.4, -0.1, -1.1], [0.0, -0.3, -1.6], [0.8, 1.6, -0.1], [0.4, 0.9, 1.6], [-0.8, -1.3, 0.6], [0.8, 0.6, -1.5], [-0.3, 1.4, 1.0], [-1.2, 0.0, 1.1], [-0.4, 1.2, -1.4], [-1.2, 0.3, -1.3], [1.3, -0.4, -0.8], [-1.6, 0.6, -0.5], [0.8, 0.5, 1.5], [0.4, 0.9, -1.8], [-0.7, -1.9, 0.0], [-1.3, -1.4, 0.3], [-0.1, 0.6, -1.6], [1.0, 1.2, 0.4], [-0.3, -1.2, 1.5], [0.7, 1.1, -1.0], [0.5, 1.5, 0.1], [1.6, -0.5, -0.5], [-0.9, -1.3, 1.2], [-0.6, -0.5, 1.8], [-1.5, 0.7, -0.5], [-1.3, 1.5, 0.1], [1.2, -0.3, -1.0], [0.9, -0.2, -0.8], [1.0, 1.2, -0.5], [0.2, -0.9, -1.6], [0.2, 0.0, -0.3], [-0.6, 0.3, -0.2], [0.4, 0.0, 0.1], [0.1, 0.0, -0.2], [-0.1, -0.5, 0.4], [-0.5, 0.2, 0.1], [0.4, 0.3, -0.1], [-0.1, 0.1, 0.1], [0.0, -0.1, 0.1], [-0.1, 0.1, 0.2], [0.3, -0.2, 0.0], [0.2, -0.1, -0.1], [-0.2, 0.0, -0.1], [0.0, 0.1, 0.1], [-0.4, 0.1, 0.2], [-0.1, 0.3, -0.2], [0.2, 0.2, 0.5], [0.1, 0.0, -0.5], [-0.2, 0.1, 0.0], [-0.3, -0.4, 0.0], [0.3, 0.0, 0.4], [0.0, 0.2, -0.5], [0.1, -0.1, 0.1], [0.0, -0.1, 0.0], [0.1, -0.1, 0.1], [-0.1, -0.1, -0.3], [-0.1, 0.1, -0.2], [-0.1, 0.1, 0.1], [0.2, -0.1, 0.0], [0.0, -0.1, 0.3], [0.4, 0.0, 0.1], [-0.2, 0.2, -0.7], [0.3, 0.2, 0.5], [0.0, -0.1, -0.2], [-0.2, -0.4, 0.2], [-0.3, 0.2, -0.3], [0.3, 0.1, 0.3], [-0.2, 0.0, 0.0], [0.0, -0.1, 0.1], [-0.2, 0.1, 0.0], [0.2, -0.1, 0.3], [0.2, -0.1, 0.1], [0.0, -0.1, -0.2], [-0.1, 0.2, 0.1], [-0.2, -0.1, -0.2], [0.1, 0.4, 0.0], [-0.1, -0.2, -0.7], [-0.2, 0.3, 0.4], [0.2, 0.0, -0.2], [0.3, -0.3, 0.3], [-0.2, -0.3, -0.3], [0.0, 0.4, 0.2], [-0.1, -0.2, 0.0], [0.0, 0.0, 0.1], [-0.1, -0.1, 0.0], [0.1, 0.2, 0.3], [0.1, 0.2, 0.1], [0.1, 0.0, -0.2], [-0.2, 0.0, 0.0], [0.1, -0.3, -0.2], [-0.1, 0.3, 0.2], [-0.6, -0.3, -0.2], [0.2, 0.1, 0.4], [0.0, 0.3, 0.0], [0.3, 0.0, -0.4], [-0.4, -0.5, -0.3], [0.1, 0.2, 0.4], [0.0, -0.2, -0.1], [0.1, 0.0, 0.0], [0.1, -0.2, 0.0], [0.2, 0.2, 0.1], [0.0, 0.2, 0.1], [-0.2, 0.1, -0.3], [0.0, -0.1, 0.1], [-0.1, -0.2, -0.3], [0.3, 0.0, 0.0], [-0.1, 0.2, -0.6], [0.2, 0.1, 0.4], [0.1, -0.1, -0.1], [-0.3, -0.4, 0.2], [-0.3, 0.2, -0.3], [0.4, 0.1, 0.4], [-0.2, 0.0, 0.0], [0.0, -0.1, 0.1], [-0.2, 0.1, 0.0], [0.2, -0.1, 0.3], [0.2, -0.1, 0.1], [0.0, -0.1, -0.2], [-0.1, 0.2, 0.0], [-0.2, -0.1, -0.2], [0.3, 0.0, 0.0], [-0.2, -0.1, -0.6], [0.2, 0.3, 0.3], [0.1, -0.2, -0.1], [-0.3, -0.2, 0.4], [-0.3, 0.1, -0.4], [0.4, 0.2, 0.2], [-0.2, 0.0, 0.0], [0.0, 0.0, 0.1], [-0.2, 0.1, 0.0], [0.2, 0.0, 0.3], [0.2, -0.1, 0.1], [0.0, -0.2, -0.1], [-0.1, 0.2, 0.0], [-0.3, -0.1, -0.1]],
  "lowdin_charge": [-0.117, -0.256, -0.221, -0.215, -0.212, -0.212, -0.201, -0.194, -0.105, -0.277, -0.046, -0.054, -0.241, -0.071, -0.180, -0.107, -0.243, 0.042, -0.162, -0.127, -0.273, -0.108, -0.082, -0.356, 0.026, 0.019, -0.073, -0.634, -0.017, 0.648, 0.071, 0.070, 0.071, 0.102, 0.077, 0.117, 0.117, 0.112, 0.115, 0.117, 0.082, 0.117, 0.110, 0.111, 0.112, 0.119, 0.108, 0.096, 0.106, 0.167, 0.168, 0.135, 0.128, 0.105, 0.135, 0.160, 0.096, 0.141, 0.161, 0.140, 0.112, 0.136, 0.109, 0.136, 0.106, 0.145, -0.062, -0.214, 0.005, -0.584, 0.129, -0.006, -0.072, 0.081, 0.082, 0.076, 0.120, 0.127, 0.104, 0.091, 0.029, -0.069, -0.216, 0.030, -0.587, 0.120, 0.001, -0.051, 0.082, 0.080, 0.074, 0.122, 0.124, 0.099, 0.099, 0.083, -0.059, -0.214, 0.035, -0.587, 0.119, -0.002, -0.050, 0.083, 0.082, 0.074, 0.100, 0.120, 0.096, 0.099, 0.093, -0.063, -0.210, 0.031, -0.585, 0.120, -0.011, -0.040, 0.075, 0.077, 0.075, 0.123, 0.124, 0.100, 0.100, 0.074, -0.056, -0.207, 0.018, -0.584, 0.115, 0.002, -0.050, 0.075, 0.083, 0.061, 0.124, 0.124, 0.066, 0.104, 0.091, -0.068, -0.214, 0.029, -0.587, 0.119, -0.009, -0.035, 0.084, 0.081, 0.072, 0.122, 0.125, 0.100, 0.101, 0.080, -0.069, -0.215, 0.029, -0.588, 0.120, -0.005, -0.046, 0.082, 0.080, 0.074, 0.122, 0.125, 0.097, 0.099, 0.093]
}

---

{
  "formula": "C5H15NO",
  "method": "ωB97M-V with the def2-TZVPD basis set",
  "gap_ev": 9.2,
  "homo_ev": -8.408,
  "de_lowest_ev": 1.864,
  "charge": 0,
  "energy_ev": -8964.4944,
  "smiles": "CCNC(C)C.O",
  "e_lumo_ev": 0.7562,
  "elements": ["C", "C", "N", "C", "C", "C", "H", "H", "H", "H", "H", "H", "H", "H", "H", "H", "H", "H", "H", "O", "H", "H"],
  "positions_angstrom": [[2.407835, -1.772105, -0.507155], [0.870419, -1.714191, -0.658090], [0.129983, -1.098639, 0.433451], [0.223393, 0.441453, 0.483685], [1.542665, 0.766666, 1.366732], [-1.049451, 1.131473, 0.922032], [2.648812, -2.379799, 0.378496], [2.787851, -0.770196, -0.319332], [2.932360, -2.190630, -1.386111], [0.807973, -1.177635, -1.590366], [0.417026, -2.713173, -0.756898], [0.368152, -1.679048, 1.247926], [0.496852, 0.654396, -0.534391], [1.941692, 1.699818, 0.940436], [1.212373, 1.006563, 2.405516], [2.068010, -0.159612, 1.548521], [-1.051649, 2.186439, 1.288554], [-1.700481, 1.198900, 0.054052], [-1.717674, 0.590081, 1.618949], [-5.326967, 2.308803, -2.120093], [-4.387981, 2.210951, -2.336159], [-5.621195, 1.459495, -2.479764]],
  "forces_ev_per_angstrom": [[-0.1, -0.6, 0.7], [0.7, -0.4, -0.1], [-0.6, 0.9, -0.7], [2.6, -2.6, 2.3], [-3.2, 0.9, 0.7], [-1.7, 0.5, -0.1], [0.2, 0.1, -0.2], [0.1, 0.0, -0.2], [-0.4, 0.1, 0.4], [-1.1, 0.3, -0.4], [0.5, 0.2, -0.4], [-0.3, 1.2, 0.1], [-0.2, 0.5, -0.4], [0.9, -0.8, 0.3], [0.0, 0.2, -0.6], [1.0, 0.4, -0.8], [0.9, -0.8, -0.2], [-0.1, 0.0, -0.4], [0.9, -0.1, 0.0], [0.6, -0.8, -0.5], [0.0, 0.6, 0.3], [-0.6, 0.2, 0.2]],
  "lowdin_charge": [-0.111, -0.312, -0.074, -0.370, -0.059, -0.088, 0.069, 0.047, 0.074, 0.092, 0.108, 0.109, 0.107, 0.076, 0.071, 0.041, 0.084, 0.056, 0.080, -0.068, 0.032, 0.035]
}